Entry 1:
105
Properties=species:S:1:pos:R:3 method="wB97M-V/def2-TZVPD" spin_multiplicity=2 homo_energy_ev="-9.0 / -9.9" total_charge=+1 s_squared=0.763 e_above_lowest_kcal_mol=6.2 e_tot_ha=-4866.89347
Zr -0.307 -0.843 -0.258
Ge 2.477 -0.319 0.140
P -2.074 1.813 0.140
Si 0.147 3.748 1.635
Si -0.593 -3.192 -2.547
C -5.635 0.111 1.110
C 3.223 1.369 -0.559
C -3.302 0.645 0.752
C 3.024 -0.309 2.029
C 4.484 -2.386 -2.969
C 3.102 -5.842 0.116
C -0.698 2.068 1.277
C 2.389 -0.320 4.370
C 3.724 -0.232 4.734
C 0.153 -4.769 -3.170
C -0.029 1.535 -1.722
C 0.360 1.566 -3.075
C -1.380 1.207 -1.395
C -4.631 0.906 0.524
C -0.995 4.879 2.566
C -5.277 -0.879 1.976
C -3.566 -2.223 3.119
C 2.048 -0.357 3.026
C 4.345 -3.705 -2.659
C 0.437 -1.771 -3.231
C 2.793 -3.530 0.723
C -3.917 -1.189 2.215
C -1.261 -1.939 2.523
C 1.580 3.258 2.712
C -1.848 0.843 -3.748
C 3.763 -4.097 -1.427
C 4.361 -0.226 2.413
C -2.920 3.384 -0.139
C -2.260 -2.563 3.303
C -4.341 5.170 0.610
C -3.751 3.940 0.836
C -0.482 -2.971 -0.700
C 3.316 -3.105 -0.522
C 0.762 4.564 0.082
C -4.101 5.851 -0.576
C -2.685 4.068 -1.331
C 4.709 -0.186 3.756
C 2.686 -4.855 1.036
C 3.633 -5.467 -1.084
C 4.001 -1.398 -2.078
C -2.892 -0.485 1.533
C -3.274 5.306 -1.546
C -2.272 0.829 -2.453
C -0.528 1.248 -4.070
C -1.529 -0.927 1.626
C 3.411 -1.727 -0.884
C -2.369 -2.986 -3.093
H 0.151 -0.768 -2.889
H -6.034 -1.458 2.490
H -4.925 1.753 -0.081
H -4.564 6.814 -0.747
H -3.296 0.567 -2.207
H 0.151 -4.807 -4.261
H -6.675 0.325 0.907
H -2.046 3.624 -2.084
H 1.241 2.804 3.645
H -2.427 -2.800 -4.166
H 5.139 -0.197 1.657
H 2.919 1.518 -1.596
H 0.397 -1.727 -4.321
H 1.186 -4.857 -2.827
H -1.567 4.352 3.331
H 4.947 -2.089 -3.901
H -0.402 -5.631 -2.798
H -1.692 5.395 1.908
H -0.397 5.640 3.072
H 4.087 -0.357 -2.361
H -0.032 4.764 -0.639
H -0.217 1.293 -5.104
H -0.247 -2.322 2.615
H 2.861 2.209 0.034
H -1.298 -3.435 -0.135
H 1.194 5.529 0.356
H 0.152 1.481 0.915
H 1.009 -0.427 2.710
H -4.987 5.603 1.362
H 3.997 -0.205 5.781
H 0.637 1.957 -0.984
H 0.466 -3.411 -0.359
H 2.292 -5.152 1.999
H 1.488 -1.917 -2.963
H -2.531 0.565 -4.539
H 4.690 -4.468 -3.346
H 2.160 4.145 2.970
H -2.855 -2.154 -2.577
H 4.311 1.378 -0.514
H 5.750 -0.125 4.041
H 2.251 2.546 2.229
H -4.352 -2.740 3.655
H 1.369 1.866 -3.324
H 3.976 -6.212 -1.792
H -1.985 -3.344 3.998
H 3.014 -6.889 0.370
H 1.619 -0.359 5.131
H -3.094 5.836 -2.470
H -1.005 1.656 2.243
H 1.542 3.988 -0.416
H -2.940 -3.890 -2.879
H 2.492 -2.784 1.454
H -3.933 3.409 1.761

---

Entry 2:
4
Properties=species:S:1:pos:R:3 method="wB97M-V/def2-TZVPD" homo_energy_ev=-8.4 e_above_lowest_kcal_mol=10.2 e_tot_ha=-1024.59776
P 2.624 -0.911 -0.461
P 1.096 -0.232 0.961
P 2.419 1.178 0.085
H -0.320 -0.016 0.197

---

Entry 3:
108
Properties=species:S:1:pos:R:3 method="wB97M-V/def2-TZVPD" homo_energy_ev=-9.2 e_above_lowest_kcal_mol=111.8 e_tot_ha=-2236.55812 smiles="CNC(C)=O.CNC(C)=O.CNC(C)=O.CNC(C)=O.CNC(C)=O.CNC(C)=O.CNC(C)=O.CNC(C)=O.CNC(C)=O"
O -14.425 -19.939 -5.655
O -9.930 -19.773 -6.970
O -3.260 -17.881 1.935
O -8.777 -26.057 -4.580
O -13.464 -19.396 0.149
O -4.798 -20.840 -2.714
O -9.363 -25.340 0.836
O -4.168 -26.677 -2.072
O -9.742 -21.167 -1.951
N -3.285 -22.449 -2.752
N -10.926 -24.233 -0.438
N -7.708 -22.161 -2.373
N -3.696 -19.904 2.985
N -9.970 -27.872 -5.040
N -13.769 -17.579 -1.099
N -5.638 -28.377 -1.653
N -13.469 -21.113 -4.054
N -10.212 -21.879 -7.962
C -11.430 -21.448 -8.624
C -2.639 -20.086 -3.032
C -14.476 -20.386 -4.509
C -5.370 -18.810 1.483
C -10.185 -25.285 -0.095
C -9.803 -26.548 -4.981
C -13.172 -18.740 -0.862
C -7.748 -19.893 -1.497
C -10.914 -25.750 -5.494
C -5.977 -26.103 -0.792
C -12.183 -21.169 -4.624
C -10.417 -26.474 -0.946
C -15.698 -20.194 -3.644
C -5.149 -29.325 -2.531
C -4.011 -18.855 2.215
C -9.273 -28.812 -4.241
C -11.973 -19.196 -1.667
C -8.319 -21.543 -6.448
C -9.533 -20.994 -7.183
C -10.981 -22.969 0.281
C -2.599 -20.076 3.881
C -4.184 -23.550 -2.439
C -3.648 -21.164 -2.749
C -15.102 -17.099 -0.720
C -8.024 -23.514 -2.791
C -5.236 -27.059 -1.618
C -8.479 -21.138 -1.950
H -15.253 -16.165 -1.261
H -2.880 -19.542 -3.945
H -6.686 -20.030 -1.293
H -11.445 -24.375 -1.293
H -5.886 -19.771 1.488
H -16.545 -20.547 -4.232
H -7.987 -23.710 -3.863
H -4.430 -28.840 -3.192
H -9.785 -28.998 -3.297
H -5.994 -29.512 -3.194
H -2.405 -22.666 -3.197
H -3.037 -20.339 4.844
H -8.009 -19.068 -2.159
H -5.010 -23.196 -1.823
H -12.038 -20.281 -1.595
H -11.588 -22.298 -0.327
H -15.107 -16.989 0.364
H -9.935 -22.697 0.141
H -5.098 -18.685 0.436
H -8.260 -19.606 -0.579
H -8.105 -21.048 -5.500
H -11.831 -25.617 -4.921
H -11.643 -22.205 -9.379
H -9.019 -23.837 -2.485
H -3.398 -24.191 -2.040
H -2.809 -19.311 -2.285
H -11.259 -23.118 1.324
H -11.254 -20.526 -9.178
H -13.488 -21.314 -3.065
H -1.618 -20.465 -3.003
H -1.947 -19.236 4.119
H -12.055 -18.975 -2.732
H -5.560 -25.110 -0.959
H -7.013 -25.976 -1.108
H -9.001 -29.747 -4.730
H -11.657 -21.722 -3.846
H -7.402 -21.524 -7.036
H -16.065 -19.224 -3.308
H -13.292 -16.976 -1.753
H -10.615 -28.267 -5.709
H -11.003 -27.096 -0.269
H -4.628 -23.996 -3.329
H -6.146 -26.447 0.228
H -10.877 -26.193 -1.894
H -8.348 -28.416 -3.821
H -10.648 -24.738 -5.798
H -9.921 -22.836 -8.102
H -12.153 -21.687 -5.583
H -7.374 -24.245 -2.310
H -6.761 -21.837 -2.507
H -11.226 -26.296 -6.384
H -2.035 -20.933 3.513
H -12.334 -21.298 -8.033
H -11.091 -18.810 -1.156
H -11.787 -20.164 -4.771
H -4.457 -20.559 3.090
H -6.479 -28.621 -1.149
H -5.948 -17.902 1.651
H -15.817 -17.809 -1.135
H -9.493 -26.995 -1.195
H -15.631 -20.697 -2.679
H -8.678 -22.496 -6.058
H -4.723 -30.196 -2.032

---

Maximum force for the records above, in order: 0.7 3.1 5.0 eV/A